# 1
19
Properties=species:S:1:pos:R:3 method="wB97M-V/def2-TZVPD" homo_energy_ev=-8.51 homo_lumo_gap_ev=9.6 largest_force_ev_per_a=0.3 smiles="C/C=C/O.C=CC" relative_energy_ev=1.6204 total_charge=0
O 0.32981 0.06855 1.95157
C -1.97823 -1.06151 -0.34347
C 1.41119 -0.21104 1.17827
C -1.95879 1.45108 -0.24516
C 2.84158 -0.20573 -0.86446
C -2.29459 0.26920 0.27233
C 1.60776 0.15273 -0.08869
H 2.14334 -0.79670 1.73123
H -1.55875 -0.94881 -1.34805
H -2.20520 2.38652 0.25037
H 3.36536 0.68799 -1.22515
H -2.87704 -1.68512 -0.40754
H 0.84480 0.74450 -0.59621
H -1.43660 1.52250 -1.19842
H -2.82435 0.24405 1.22602
H -0.30758 0.57446 1.42026
H -1.24927 -1.60024 0.27428
H 3.54233 -0.77463 -0.24356
H 2.60422 -0.81779 -1.74362

# 2
15
Properties=species:S:1:pos:R:3 method="wB97M-V/def2-TZVPD" homo_energy_ev=-8.90 homo_lumo_gap_ev=9.7 largest_force_ev_per_a=1.7 relative_energy_ev=1.2857 total_charge=0
S 2.38630 0.18759 -0.18787
N -1.11316 1.32755 -0.42728
N -2.14362 -0.74566 0.22015
C 1.18383 0.35361 1.13873
C 1.06518 -0.86866 -0.85304
C 0.24369 -0.61355 0.42654
C -1.10364 -0.01167 0.08333
H -0.17878 1.61902 -0.56686
H 0.56555 -0.51970 -1.79826
H -1.67832 1.46888 -1.26268
H 1.50464 0.07615 2.14530
H 1.41252 -1.89528 -0.99778
H 0.74797 1.37552 1.21062
H -2.94694 -0.25232 -0.14408
H 0.05477 -1.50148 1.01318

# 3
14
Properties=species:S:1:pos:R:3 method="wB97M-V/def2-TZVPD" homo_energy_ev=-15.10 homo_lumo_gap_ev=10.3 largest_force_ev_per_a=4.2 smiles="CC1=[N+](CO)C1" relative_energy_ev=2.8723 total_charge=+1
O 1.92664 1.35151 0.23660
N 0.37630 -0.28247 -0.30693
C -1.97238 0.55181 0.70435
C -0.61522 -1.18574 -1.01254
C -0.87746 -0.16762 0.05592
C 1.81622 0.00211 0.01652
H 2.34119 -0.55771 0.79057
H -1.60575 1.47262 1.38435
H -2.33287 -0.22100 1.27628
H 2.81252 1.58744 0.55636
H 2.36998 -0.21305 -0.94740
H -2.75574 0.84908 -0.03085
H -0.93858 -0.97196 -1.99620
H -0.54484 -2.21502 -0.72703

# 4
59
Properties=species:S:1:pos:R:3 method="wB97M-V/def2-TZVPD" homo_energy_ev=-6.74 homo_lumo_gap_ev=4.2 largest_force_ev_per_a=8.1 relative_energy_ev=3.2959 total_charge=0
Cl -1.64232 -1.56722 0.25718
Cl -2.80197 0.82604 -1.34888
Cl -1.04739 0.71998 3.13667
Cl 1.85456 2.10496 2.61238
O -1.77945 3.57779 -0.21537
O 1.09670 3.43294 -0.03853
N 1.33341 -1.70183 3.08636
N 1.32727 -1.86085 0.85685
C 0.98248 -1.00179 1.91136
C 2.30814 -1.10499 5.25490
C 0.36607 -2.17192 -2.66666
C 1.27781 0.03011 -2.22612
C -1.14376 2.53611 0.02779
C 0.49789 -0.52030 -4.54582
C 3.67799 -1.04187 4.63278
C 0.56079 1.78496 1.55247
C 0.00307 -3.83686 -0.86144
C 2.46718 0.46672 -0.09737
C 0.73011 -0.89298 -3.10029
C 1.76166 -3.09256 1.38751
C 1.68722 -0.34648 -0.92343
C -0.20700 -1.35391 6.45076
C 0.53815 -2.52248 -1.33028
C 2.12362 -0.84472 6.61973
C -1.02564 0.06087 0.53993
C 1.18500 -1.60151 -0.49898
C 1.75173 -3.00365 2.73813
C -0.07267 -1.59757 5.08098
C 0.71335 -0.66114 8.69623
C 1.17509 -1.31530 4.45981
C 0.28489 2.69049 0.52081
C -1.23358 -2.13991 4.29988
C -0.03230 0.32395 1.61092
C -1.59053 1.09512 -0.14546
C 0.87343 -0.97822 7.23263
H 1.66539 -0.68427 9.24071
H 2.13439 -3.91357 0.76632
H -1.24944 -1.59036 3.35002
H 4.38353 -0.76895 5.42094
H -0.57677 -4.29978 -1.65614
H 3.22470 0.01561 0.56340
H 0.27060 0.33097 8.86419
H 1.56285 0.02081 1.93901
H 3.73768 -0.28060 3.83206
H 0.03217 -1.39199 9.14634
H 1.48508 1.04071 -2.56874
H -0.10207 -2.89032 -3.35192
H -2.19058 -1.94241 4.82090
H 2.64981 1.52086 -0.37523
H -0.66562 -3.77227 -0.00583
H -0.19625 0.32860 -4.63798
H 0.77990 -4.57121 -0.60058
H 3.00865 -0.55375 7.17219
H -1.18705 -1.34203 6.92607
H -1.17432 -3.22215 4.03222
H 0.07075 -1.35942 -5.11294
H 1.43342 -0.22755 -5.04922
H 2.10900 -3.71976 3.48299
H 4.03593 -2.00037 4.20476

# 5
60
Properties=species:S:1:pos:R:3 method="wB97M-V/def2-TZVPD" homo_energy_ev=-7.87 homo_lumo_gap_ev=8.7 largest_force_ev_per_a=0.8 smiles=COCCN1CCN(Cc2cn(C)nc2-c2ccc(Oc3ccccc3)cc2)CC1 relative_energy_ev=2.7478 total_charge=0
O 1.80763 -2.63257 0.82373
O -0.85782 -2.04948 -2.74448
N -0.91076 2.33599 -0.35434
N -0.88993 1.02871 -2.86098
N -2.58484 1.27483 3.34142
N -3.28537 2.39618 3.45440
C -1.86691 2.76764 1.81831
C 0.56761 0.70946 1.73710
C 3.89832 -3.43288 0.12595
C 2.89042 -2.47787 0.00696
C 5.10226 -2.40199 -1.67687
C 4.99502 -3.39049 -0.71182
C 1.44952 -0.28118 1.35306
C -2.13281 1.83074 -0.94702
C 0.98724 -1.57633 1.14617
C 0.32832 1.53773 -2.26856
C 4.09719 -1.45914 -1.80239
C -0.00405 2.74987 -1.40151
C 2.99403 -1.49218 -0.96906
C -1.70977 1.46914 2.36305
C -0.28202 -3.27058 -2.36434
C -0.00957 -1.26549 -3.55018
C -0.35458 -1.87188 1.36354
C -1.80567 0.62002 -1.81269
C -0.77698 0.42537 1.94914
C -1.22328 -0.88101 1.77234
C -0.70354 0.05851 -3.91358
C -4.30590 2.52217 4.45300
C -2.89480 3.31944 2.55030
C -1.15026 3.35582 0.64736
H -1.37724 -0.16551 -1.17268
H -2.71532 0.23358 -2.27489
H 0.91291 3.13471 -0.94708
H 1.01910 1.82658 -3.06495
H 5.96172 -2.36909 -2.32897
H 4.16557 -0.68984 -2.55797
H -4.04950 3.30237 5.17311
H 2.49943 -0.05600 1.22929
H -3.36046 4.28311 2.49104
H -2.26263 -1.10995 1.94994
H -2.62464 2.60276 -1.56757
H -0.17739 3.75018 0.96324
H 0.93431 1.71094 1.89825
H 0.63323 -3.11976 -1.77890
H -0.11463 0.53680 -4.70274
H -0.44251 3.54115 -2.03696
H -0.69400 -2.88521 1.21389
H -2.81665 1.53400 -0.14993
H -1.02143 -3.78677 -1.75574
H -4.38085 1.56724 4.96872
H 0.81673 0.79252 -1.61859
H 0.94047 -1.07442 -3.03033
H -0.03527 -3.88434 -3.24071
H 0.22710 -1.80717 -4.48123
H -1.73905 4.20588 0.25115
H 2.20860 -0.75879 -1.07717
H -1.69182 -0.18116 -4.31385
H 3.79766 -4.19871 0.87911
H -5.26633 2.76503 3.99411
H 5.77234 -4.13309 -0.60949

# 6
7
Properties=species:S:1:pos:R:3 method="wB97M-V/def2-TZVPD" homo_energy_ev=-14.40 homo_lumo_gap_ev=5.7 largest_force_ev_per_a=3.0 relative_energy_ev=2.5861 total_charge=+1
Cl 3.10366 -0.91814 1.26388
Cl -3.08487 -0.19017 -1.38269
N -0.57235 -0.15297 -0.63126
C 0.33984 -0.83414 -0.31321
C -1.71719 0.49005 -0.69796
H -1.84272 1.41762 -0.05799
H 3.77362 0.18775 1.81924

# 7
46
Properties=species:S:1:pos:R:3 method="wB97M-V/def2-TZVPD" multiplicity=5 homo_energy_ev="-12.78 / -15.40" homo_lumo_gap_ev="6.3 / 6.4" largest_force_ev_per_a=0.8 s2=6.057 relative_energy_ev=0.0000 total_charge=+2
Rh 0.08780 1.32779 -0.89661
Br -6.33822 -2.65108 -0.75420
Br 1.39601 3.53443 0.09975
O -1.81887 1.35710 1.34593
O -1.80491 2.78632 -0.44533
N -0.79075 -0.52610 -1.60215
N 1.73014 0.49684 -1.86582
N 1.14294 1.01983 1.05798
C -2.32617 -2.42164 -1.62586
C 1.50223 -0.78482 -2.31086
C -3.58618 -2.88883 -1.40539
C -2.97396 1.96135 2.01404
C 1.70680 2.17282 1.40026
C 2.91793 1.05860 -2.07462
C 3.76387 -0.91428 -3.14098
C 1.23476 -0.02020 1.88123
C -4.63647 -1.99190 -1.12479
C -1.43045 1.86404 0.23614
C 1.99016 -1.15649 3.98637
C 0.22780 -1.30570 -2.14427
C 2.40406 2.35529 2.56940
C 2.50492 1.26340 3.42315
C 3.95983 0.40067 -2.70843
C 1.91555 0.04547 3.09579
C -4.40531 -0.59924 -1.15877
C -3.14640 -0.12845 -1.36080
C -2.02926 -1.01648 -1.52329
C 2.54036 -1.50453 -2.95126
H -3.41346 1.17073 2.61002
H 0.75618 -0.93595 1.55479
H -5.24227 0.07900 -1.05904
H 0.98918 -1.48165 4.27307
H -3.67545 2.34369 1.27601
H -3.78520 -3.95065 -1.45295
H 3.05675 2.07303 -1.72596
H 2.55656 -0.94515 4.88955
H -2.62900 2.77402 2.64785
H 0.00828 -2.27825 -2.55954
H 3.05011 1.36747 4.35247
H 4.56769 -1.45487 -3.62138
H 4.90362 0.90433 -2.85624
H 2.46495 -1.99088 3.46853
H -1.54795 -3.13836 -1.83861
H 2.85222 3.30744 2.81653
H -2.98975 0.93214 -1.49645
H 2.33936 -2.51027 -3.29521

# 8
86
Properties=species:S:1:pos:R:3 method="wB97M-V/def2-TZVPD" homo_energy_ev=-9.43 homo_lumo_gap_ev=5.7 largest_force_ev_per_a=0.9 total_charge=+1
I 1.52110 -7.27169 4.23686
P 5.49680 -3.53637 4.62570
P 3.75649 -6.50664 3.66204
P 7.18514 -4.00716 3.30326
F 1.38323 -5.02634 1.77976
O 7.29178 -2.78439 2.27861
O 6.74213 -5.25880 2.40993
O 8.33494 -4.26092 4.15772
O 4.02138 -7.17991 2.19965
N 0.05206 -0.25067 -1.64919
N 2.31016 -4.28335 2.38458
N 3.37970 -2.56601 2.97903
N 1.45300 0.44135 2.89595
N -5.56206 3.52215 -4.23404
C -6.86850 3.57914 -3.60104
C 1.35238 0.31660 -1.35169
C 3.35412 -4.77558 3.15363
C 1.57776 0.37639 4.34312
C 0.84307 -2.60665 -1.60238
C 2.39427 1.38869 2.30730
C 2.24538 2.87002 2.66058
C -7.15206 4.92158 -2.94471
C 2.32756 0.54681 -2.51208
C -0.77435 1.18137 -3.61085
C -4.43574 3.83859 -3.37635
C 0.07261 -1.52365 -2.34438
C 0.09103 0.47411 2.36374
C 4.04822 -3.64602 3.53233
C 2.32605 -2.96424 2.27909
C -0.83927 1.58817 2.85020
C 0.84758 -0.80420 4.95153
C -0.93723 0.68001 -2.17271
C -5.38922 2.38331 -5.11704
C -4.24639 3.00224 -2.10307
C -5.41123 0.97721 -4.50353
H -1.69142 1.68422 -3.92388
H -6.17887 2.44055 -5.87188
H 5.62061 -2.13662 4.61678
H -3.85700 2.00728 -2.31940
H 2.39510 -0.32533 -3.16376
H -0.96463 -1.85022 -2.44774
H -0.80931 1.70154 3.93486
H 2.65122 0.26480 4.53948
H 0.71795 -3.56470 -2.10662
H -3.52813 3.49791 -1.44549
H -1.91185 0.18932 -2.08994
H 1.17752 1.25945 -0.83309
H -7.61018 3.40748 -4.38526
H 1.61966 -2.33729 1.74945
H -4.50255 0.75908 -3.94138
H -4.44999 2.52093 -5.66051
H -0.98279 1.54013 -1.49820
H 1.84770 -0.33002 -0.61673
H -5.48665 0.23344 -5.29883
H -0.38185 -0.48579 2.58941
H -3.53151 3.78164 -3.98876
H 1.27378 1.29282 4.86630
H -7.01932 2.78128 -2.85547
H -6.26621 0.83646 -3.84132
H 1.38537 3.32248 2.17037
H -0.23906 -0.73166 4.93188
H 3.32810 0.74120 -2.11999
H 3.40196 1.06826 2.60199
H -1.86697 1.34654 2.57659
H 7.52490 -3.04907 1.37656
H 1.91411 -2.39588 -1.56350
H 0.47245 -1.44389 -3.36628
H -7.00096 5.73547 -3.65452
H -6.51622 5.09932 -2.07656
H -4.51438 4.88804 -3.08301
H -8.18638 4.95260 -2.60137
H 3.13076 3.41366 2.32823
H 5.93698 -5.12913 1.89061
H 2.15035 3.02701 3.73522
H -5.17584 2.89123 -1.54341
H 2.35118 1.27148 1.22756
H 1.11615 -1.72805 4.43045
H 0.16813 0.50379 1.27325
H -0.59557 0.36442 -4.31082
H 0.03647 1.90215 -3.70861
H 1.12638 -0.93569 5.99774
H 0.46234 -2.70583 -0.58087
H -0.60344 2.55145 2.40247
H 3.57689 -6.77101 1.44645
H 3.64492 -1.59563 3.10196
H 2.04818 1.40327 -3.12203

# 9
15
Properties=species:S:1:pos:R:3 method="wB97M-V/def2-TZVPD" homo_energy_ev="-7.94 / -7.94" homo_lumo_gap_ev="8.5 / 8.5" largest_force_ev_per_a=0.5 smiles="C=C(N)O.C1=NC1" relative_energy_ev=5.0475 total_charge=0
O 0.02569 1.59621 0.45858
N 1.24204 0.93134 -1.35713
N -0.90471 -1.18812 0.53437
C -1.07279 0.22687 -1.06041
C -0.51410 -0.58990 1.65290
C 0.01863 0.98466 -0.69956
C 0.48892 -1.42977 0.99156
H 1.87497 1.66201 -1.06316
H 1.29335 -0.92469 0.46119
H 0.69615 -2.46654 1.26316
H -1.06926 -0.53629 2.58500
H 1.19526 0.82384 -2.36022
H -1.05409 -0.37645 -1.96274
H -2.04140 0.48385 -0.65396
H -0.17866 0.80301 1.21042

# 10
6
Properties=species:S:1:pos:R:3 method="wB97M-V/def2-TZVPD" homo_energy_ev=-9.12 homo_lumo_gap_ev=8.2 largest_force_ev_per_a=6.6 relative_energy_ev=1.0323 total_charge=0
I 1.95119 -1.25088 -0.14547
I 0.74230 2.02537 -0.27342
O -0.99485 -1.10794 -0.72703
N 0.65696 0.17627 0.55328
C -0.87132 -0.22108 0.03576
H -1.48428 0.37826 0.55687

# 11
50
Properties=species:S:1:pos:R:3 method="wB97M-V/def2-TZVPD" homo_energy_ev=-7.48 homo_lumo_gap_ev=7.7 largest_force_ev_per_a=0.2 relative_energy_ev=0.0000 total_charge=0
Te 2.54020 -0.54214 -0.47917
S -1.05959 0.78915 -1.17446
F -0.92052 -2.23120 2.89437
F 1.11421 -2.59346 2.21955
F 0.69215 -0.92208 3.54913
N -0.01618 1.68428 1.75866
N -3.59882 1.30855 -0.39097
N -2.14422 2.20306 0.93312
C 1.08633 2.02945 2.42439
C 2.64145 1.43885 -2.79299
C 3.11576 3.71391 -1.27854
C 3.79821 -0.44334 2.31717
C 6.15979 0.80220 1.52705
C -4.17817 0.52769 -1.46893
C 2.77660 1.33558 -1.41446
C 4.77793 -0.13179 3.25443
C 3.01155 2.47932 -0.65750
C 0.17758 -1.56059 2.38797
C 0.34431 4.27839 2.66269
C 1.30626 3.31115 2.90044
C 5.95126 0.49618 2.86554
C 4.01037 -0.12680 0.98020
C -0.80664 3.93018 1.97489
C 2.73031 2.68094 -3.41074
C 2.96922 3.81849 -2.65643
C -2.26602 1.43023 -0.19168
C -0.93373 2.61497 1.56046
C -3.40288 2.54443 1.41226
C -4.30318 1.97972 0.59155
C 5.19657 0.48244 0.58160
Li 0.00706 -0.17451 0.84747
H -5.23445 0.77303 -1.54198
H 2.21293 3.53909 3.44259
H -4.05539 -0.53600 -1.27014
H -3.67336 0.76910 -2.40081
H 0.48438 5.29519 3.00483
H 6.70690 0.74036 3.60122
H -1.57760 4.65461 1.75379
H 2.62207 2.75387 -4.48539
H 3.12991 2.40513 0.41683
H 2.47200 0.55161 -3.39076
H 4.61151 -0.38261 4.29449
H 5.36443 0.71857 -0.46202
H 1.80340 1.23422 2.59079
H -3.53074 3.11783 2.31162
H 2.88936 -0.93828 2.63920
H 3.04577 4.78425 -3.13907
H -5.37732 1.98220 0.62380
H 3.30699 4.59899 -0.68425
H 7.07844 1.28263 1.21457

# 12
10
Properties=species:S:1:pos:R:3 method="wB97M-V/def2-TZVPD" homo_energy_ev=-9.78 homo_lumo_gap_ev=9.0 largest_force_ev_per_a=2.0 smiles="O=c1cnncnn1" relative_energy_ev=2.1973 total_charge=0
O -1.96663 -0.32733 0.84112
N -0.31839 -1.14364 -0.75246
N 0.56016 1.53107 -0.28930
N 1.29497 0.75627 0.56358
N 0.87425 -1.33365 -0.49816
C -0.65289 1.15572 -0.53899
C -1.10440 -0.13517 0.01274
C 1.43880 -0.49742 0.52462
H -1.38289 1.75805 -1.08328
H 2.14991 -0.94848 1.19842

# 13
66
Properties=species:S:1:pos:R:3 method="wB97M-V/def2-TZVPD" multiplicity=4 homo_energy_ev="-6.23 / -6.27" homo_lumo_gap_ev="6.6 / 6.6" largest_force_ev_per_a=1.6 s2=3.766 total_charge=0
Nd -0.20717 -0.46422 -0.51236
N 2.33987 -0.79054 -0.73055
N 1.27442 0.26911 2.08967
N 0.61551 1.80726 -0.82414
N -2.22103 -0.70506 -0.87673
N 0.52903 -0.83717 1.77684
N 2.94551 0.07341 0.13785
N 1.39508 2.11584 0.25480
C 1.33389 3.43822 0.46740
C -4.45794 1.04254 2.28448
C -0.92081 -3.21826 1.56592
C 2.95598 -2.39639 -2.48181
C -2.43063 0.88778 0.98922
C 4.55996 -0.92324 -1.00516
C 3.30580 -1.39686 -1.41192
C -0.66101 1.72080 -3.35102
C 2.17930 -1.72604 -3.61466
C -0.84962 2.94176 -2.45449
C -3.14227 1.41536 2.05994
C 0.27786 -0.40249 3.95359
C 4.27473 -0.00642 -0.01580
C 4.19740 -3.09172 -3.02622
C -0.96840 -2.45210 2.88663
C -2.97016 -0.10243 0.12076
C -2.30709 3.07533 -2.00645
C -4.32942 -0.42114 0.35636
C -2.39969 -2.07643 3.27186
C -5.04122 0.13018 1.40361
C -0.07235 -1.24429 2.88949
C 1.12636 0.52908 3.39859
C 0.50718 4.00972 -0.47733
C 0.07753 2.93875 -1.27028
B 2.19245 1.04666 1.08195
H -2.96383 3.18607 -2.87070
H -0.58581 3.82927 -3.03926
H 1.90635 -2.44974 -4.38387
H -1.40982 1.27041 0.88750
H -2.43029 -1.57098 4.23808
H -4.79416 -1.13968 -0.30788
H -1.43463 -2.69102 0.74943
H 1.66477 1.35149 3.84194
H -2.66230 2.14260 2.70516
H -2.84720 -1.41015 2.53255
H 0.38111 1.57664 -3.64010
H 2.78236 -0.93984 -4.07460
H 4.76695 -3.58371 -2.23709
H -0.03706 -0.47027 4.98062
H -0.57616 -3.11494 3.66648
H 4.85656 -2.37323 -3.51973
H -6.07799 -0.15876 1.53713
H 1.90476 3.87800 1.26948
H 0.10455 -3.44836 1.26823
H -2.44446 3.93930 -1.35511
H -1.04325 0.80402 -2.88184
H 4.92151 0.60770 0.58931
H -1.45616 -4.16356 1.66843
H 5.53163 -1.21397 -1.36348
H 1.25480 -1.25036 -3.27624
H -1.25642 1.82820 -4.25922
H 2.31537 -3.15622 -2.02029
H 2.99691 1.65429 1.73421
H 3.92473 -3.84604 -3.76484
H -5.02247 1.46221 3.10630
H -2.62276 2.18416 -1.45925
H 0.26248 5.05206 -0.58959
H -3.01916 -2.97262 3.33814

# 14
11
Properties=species:S:1:pos:R:3 method="wB97M-V/def2-TZVPD" multiplicity=2 homo_energy_ev="-10.01 / -9.85" homo_lumo_gap_ev="10.7 / 5.8" largest_force_ev_per_a=4.8 s2=0.756 relative_energy_ev=1.1292 total_charge=0
O -1.20922 0.96003 0.58210
O -1.46935 0.82077 -1.71778
O -0.11264 -2.29742 1.16728
C -1.37226 1.47769 -0.63354
C 1.32425 -0.50019 0.34737
C 0.13326 -1.44036 0.35196
H 2.04825 -0.64097 1.14511
H 1.76152 -0.37484 -0.63262
H -0.63076 -1.09630 -0.39451
H -1.37245 2.63237 -0.67840
H 0.89941 0.45922 0.46303